[1]
{
  "formula": "H4OS",
  "method": "the ωB97M-V functional and the def2-TZVPD basis",
  "homo_energy_ev": -9.815,
  "multiplicity": 1,
  "orbital_gap_ev": 10.60,
  "smiles": "O.S",
  "symbols": ["O", "H", "H", "S", "H", "H"],
  "xyz": [[0.81412, -1.17278, 1.28031], [0.15006, -1.61101, 0.73790], [0.27887, -0.60750, 1.85266], [-0.24392, 0.68061, -1.65946], [-1.42092, 1.26702, -1.42229], [0.42179, 1.44365, -0.78912]],
  "forces_ev_per_a": [[-0.2988, 0.1058, 0.2072], [0.1124, -0.0221, -0.1572], [0.2229, -0.0575, -0.0417], [0.0099, -0.1932, -0.1506], [-0.0029, 0.1141, 0.0515], [-0.0436, 0.0528, 0.0908]]
}

***

[2]
{
  "formula": "H4OSSi",
  "method": "the ωB97M-V functional and the def2-TZVPD basis",
  "homo_energy_ev": [-7.792, -7.797],
  "multiplicity": 1,
  "orbital_gap_ev": [7.61, 7.61],
  "symbols": ["O", "Si", "S", "H", "H", "H", "H"],
  "xyz": [[-0.50038, 1.79834, 0.36441], [-0.05331, 0.48760, -0.48839], [1.96509, 0.14288, 0.08818], [-1.21389, 2.34660, 0.04821], [-1.52249, -1.29792, 0.88551], [-0.86232, 0.54004, -1.65885], [1.57411, 1.18908, 0.86188]],
  "forces_ev_per_a": [[0.5546, 0.4648, 0.2298], [-1.5613, -1.9958, 2.9276], [-0.8242, 0.4639, -0.4991], [-0.3346, 0.1080, -0.0809], [1.3488, 1.4186, -1.3342], [0.2256, -0.2608, -1.3481], [0.5911, -0.1988, 0.1049]]
}

***

[3]
{
  "formula": "H4S2",
  "method": "the ωB97M-V functional and the def2-TZVPD basis",
  "homo_energy_ev": -9.663,
  "multiplicity": 1,
  "orbital_gap_ev": 10.41,
  "smiles": "S.S",
  "symbols": ["S", "H", "H", "S", "H", "H"],
  "xyz": [[-1.41487, -1.14435, 0.44328], [-2.18147, -0.59452, 1.40335], [-1.01442, 0.06176, -0.00014], [1.51508, -0.02675, -0.40688], [2.50593, 0.77096, -0.84687], [0.58975, 0.93290, -0.59274]],
  "forces_ev_per_a": [[-0.2645, 0.2059, 0.0908], [0.0971, -0.0858, -0.1222], [-0.3620, -0.3067, 0.1581], [0.3028, 0.3420, -0.0901], [-0.1046, -0.0993, -0.0163], [0.3312, -0.0562, -0.0204]]
}

***

[4]
{
  "formula": "H4S2",
  "method": "the ωB97M-V functional and the def2-TZVPD basis",
  "homo_energy_ev": -9.678,
  "multiplicity": 1,
  "orbital_gap_ev": 10.46,
  "smiles": "S.S",
  "symbols": ["S", "H", "H", "S", "H", "H"],
  "xyz": [[-1.60883, 2.00925, 0.85339], [-1.39018, 1.58190, -0.41894], [-2.00431, 0.82812, 1.33545], [1.35923, -0.94052, -0.60659], [2.14063, -1.51483, 0.32064], [1.50346, -1.96392, -1.48396]],
  "forces_ev_per_a": [[0.1394, 0.1928, -0.3955], [-0.1434, -0.0486, 0.5977], [0.0230, -0.1553, -0.2010], [0.0243, -0.2658, -0.2363], [-0.0484, -0.0170, -0.1072], [0.0052, 0.2939, 0.3423]]
}

***

The records above give, respectively, energy above the lowest of the compared OMol25 structures with the same formula, charge and spin values of 1.5 83.2 4.4 1.1 kcal/mol.